C3H13NO3 | ωB97M-V with the def2-TZVPD basis set

Geometry as XYZ:
```
20
Properties=species:S:1:pos:R:3:forces:R:3
C -1.917 0.908 -0.440 2.15 -0.80 -0.27
N -1.066 0.410 -1.280 -0.83 -1.02 1.36
C 0.415 0.608 -1.129 0.14 0.69 0.74
C 1.176 0.091 -2.387 1.56 -1.98 2.89
H -1.529 1.660 0.270 -0.62 -0.21 0.01
H -2.916 0.419 -0.262 0.85 0.95 -0.85
H 0.778 0.145 -0.084 -0.79 1.04 -2.62
H 0.637 1.694 -1.119 -0.13 -0.36 0.49
H 2.302 0.280 -2.239 -1.76 0.21 -0.62
H 0.715 0.473 -3.242 -0.22 0.97 -1.45
H 1.129 -1.023 -2.485 -0.21 0.73 0.21
O -0.009 1.592 2.080 0.91 -0.19 0.46
H 0.753 0.984 2.120 -0.46 -0.49 -0.64
H 0.227 2.109 2.852 -0.49 0.65 0.22
O -0.489 -2.079 0.201 0.26 -1.86 0.28
H -0.716 -1.467 -0.478 -0.61 1.28 -1.01
H -0.402 -2.913 -0.296 0.04 0.38 0.56
O 1.328 -1.022 1.915 2.19 1.55 1.36
H 0.718 -1.405 1.341 -1.92 -1.25 -2.11
H 1.086 -1.393 2.750 -0.05 -0.26 0.97
```
Forces are in eV/Å.

Output
orbital gap: 10.054 eV
F_max: 0.0746 Eh/bohr
SMILES string: C=NCC.O.O.O
calculated total energy: -10953.080 eV



C3H13NO3 | ωB97M-V with the def2-TZVPD basis set

Geometry as XYZ:
```
20
Properties=species:S:1:pos:R:3:forces:R:3
C 0.587 0.093 2.328 -2.18 1.19 1.15
N 0.217 0.530 1.014 -2.92 -0.08 -1.67
C -1.308 0.605 0.742 1.80 -1.93 -0.09
C -1.632 0.777 -0.778 2.40 -1.22 -1.50
O -1.331 -0.467 -1.623 -0.63 1.57 2.01
H 1.621 0.212 2.432 1.62 0.16 0.34
H 0.346 -0.963 2.467 -0.15 0.07 0.03
H 0.059 0.715 3.137 0.71 -0.99 -0.67
H 0.435 1.476 0.794 1.25 0.66 0.25
H -1.660 -0.396 1.098 -0.17 0.61 -0.65
H -1.850 1.311 1.387 0.34 0.34 -0.27
H -2.705 0.900 -0.772 -0.22 0.40 -0.70
H -1.001 1.584 -1.423 -1.78 -1.28 2.20
H -0.743 -1.060 -1.110 -0.27 0.49 -0.47
O 0.888 -1.843 -0.708 1.12 -0.81 1.48
H 0.874 -1.431 0.199 0.10 -0.11 -1.29
H 1.476 -2.637 -0.612 -0.92 1.00 -0.21
O 2.202 0.153 -3.080 -0.28 1.71 -1.40
H 2.045 -0.387 -2.325 -0.73 -0.47 1.00
H 1.481 0.828 -3.169 0.91 -1.31 0.47
```
Forces are in eV/Å.

Output
orbital gap: 10.171 eV
F_max: 0.0654 Eh/bohr
SMILES string: CNCCO.O.O
calculated total energy: -10952.998 eV



C3H13NO3 | ωB97M-V with the def2-TZVPD basis set

Geometry as XYZ:
```
20
Properties=species:S:1:pos:R:3:forces:R:3
C 1.713 1.167 0.045 -1.03 0.46 -1.17
N 0.437 0.519 -0.442 0.90 0.60 0.11
C 0.706 -0.428 -1.553 -2.03 0.79 0.69
C 0.848 0.312 -2.876 -2.59 1.16 -0.70
O -0.450 0.222 -3.689 2.73 0.18 0.82
H 2.198 1.796 -0.748 -1.02 0.28 0.94
H 1.602 1.597 1.065 -0.06 0.16 -1.09
H 2.420 0.405 0.089 1.61 -1.66 0.66
H 0.208 -0.074 0.334 -0.59 -0.16 0.44
H -0.163 -1.151 -1.556 0.66 0.83 -0.42
H 1.513 -1.051 -1.275 1.56 -0.65 -0.19
H 1.522 -0.191 -3.509 1.22 -0.13 -0.70
H 1.026 1.438 -2.745 0.16 -1.82 -0.07
H -1.047 0.120 -2.974 -1.52 -0.01 0.67
O -1.056 -1.944 3.541 -0.98 0.27 0.01
H -0.605 -1.785 2.728 0.21 0.34 -1.12
H -0.372 -2.342 4.046 0.74 -0.63 1.10
O -3.586 0.714 3.409 -1.16 -0.81 2.26
H -3.712 -0.250 3.518 0.42 0.90 -0.52
H -3.202 0.925 2.592 0.78 -0.08 -1.73
```
Forces are in eV/Å.

Output
orbital gap: 9.778 eV
F_max: 0.0568 Eh/bohr
SMILES string: CNCCO.O.O
calculated total energy: -10952.643 eV



C3H13O3S | ωB97M-V with the def2-TZVPD basis set

Geometry as XYZ:
```
20
Properties=species:S:1:pos:R:3:forces:R:3
C -1.620 0.131 -2.897 0.16 -0.03 0.48
C -2.116 0.930 -1.670 0.74 -0.62 -0.68
C -2.988 0.167 -0.659 0.66 -0.33 -0.43
S -2.192 -1.378 -0.027 0.05 0.42 0.16
H -0.623 0.479 -3.184 -0.11 0.11 -0.19
H -1.492 -0.916 -2.617 -0.17 -0.02 -0.04
H -2.287 0.223 -3.754 -0.07 -0.08 -0.03
H -2.544 1.858 -2.068 -0.34 0.04 0.41
H -1.217 1.203 -1.110 -0.03 0.16 0.05
H -3.144 0.927 0.110 -0.58 -0.43 0.33
H -3.901 -0.254 -1.075 -0.39 0.77 -0.13
H 6.658 -0.056 1.036 -0.16 -0.43 0.47
H 6.209 0.768 -0.122 -0.63 0.20 -0.51
O 6.939 0.653 0.470 0.76 0.24 0.06
H -0.678 -0.382 0.980 -0.11 -0.46 -0.23
H -0.620 0.875 1.850 0.47 -0.64 -0.21
O -0.041 0.150 1.537 -0.34 1.25 0.58
H 1.658 0.631 2.143 0.39 -0.32 -0.10
H 2.300 -0.238 3.156 -0.18 -0.94 0.73
O 2.525 0.468 2.578 -0.11 1.09 -0.71
```
Forces are in eV/Å.

Output
orbital gap: 6.302 eV
charge: -1
F_max: 0.0277 Eh/bohr
calculated total energy: -20300.950 eV



C3H13O5 | ωB97M-V with the def2-TZVPD basis set

Geometry as XYZ:
```
21
Properties=species:S:1:pos:R:3:forces:R:3
C 0.212 -0.941 0.449 -0.06 1.18 -0.60
C -0.899 -1.826 -0.127 0.37 -1.05 -0.26
O -1.360 -1.479 -1.419 -0.26 0.69 0.26
C 0.922 -0.001 -0.591 0.07 -1.22 -0.32
O 0.290 1.135 -0.966 -0.34 -0.35 0.56
H 1.061 -1.513 0.808 -0.19 -0.47 0.64
H -0.249 -0.302 1.210 0.43 -0.07 0.26
H -0.573 -2.859 -0.290 0.36 -0.03 0.32
H -1.703 -1.924 0.613 -0.29 0.30 -0.18
H -1.276 -0.516 -1.505 -0.13 -0.13 -0.20
H 1.953 0.161 -0.215 -0.12 0.28 0.24
H 1.096 -0.743 -1.418 0.04 0.44 -0.22
H -0.873 1.245 -1.880 0.01 0.66 -0.49
H -0.663 1.585 -3.325 -0.34 -0.03 -0.09
O -1.418 1.564 -2.720 0.43 -0.27 0.25
H 0.303 -1.539 4.844 0.01 0.03 0.37
H 1.697 -1.127 5.197 0.06 0.05 0.19
O 0.867 -1.379 5.618 -0.07 -0.07 -0.60
H 0.397 3.159 -0.748 0.16 -0.33 -0.42
H -0.195 3.462 -2.092 0.00 -0.13 0.14
O 0.413 3.839 -1.443 -0.14 0.51 0.15
```
Forces are in eV/Å.

Output
orbital gap: 7.198 eV
charge: -1
F_max: 0.0259 Eh/bohr
calculated total energy: -13559.743 eV



C3H14AgN2O6 | ωB97M-V with the def2-TZVPD basis set

Geometry as XYZ:
```
26
Properties=species:S:1:pos:R:3:forces:R:3
Ag 0.810 0.173 1.010 2.10 -0.19 1.15
O 3.164 -0.362 -0.424 -1.00 0.29 -1.15
H 2.542 -0.797 -1.040 0.66 -0.41 0.48
O 0.336 -1.913 1.780 -1.21 -0.41 -0.95
H 0.057 -2.477 1.033 0.51 0.01 0.30
O 2.723 1.538 1.904 -0.84 0.38 -0.15
H 2.603 2.162 1.162 0.13 -0.42 0.17
O 0.534 0.157 3.720 -0.59 0.63 -0.61
H -0.287 0.466 3.290 1.93 0.63 0.50
C 0.372 0.097 -3.792 0.18 -0.23 -1.27
C 0.366 -0.219 -2.378 0.10 0.32 2.31
O 0.877 0.845 -1.595 -1.52 0.69 -0.45
H -0.051 -0.781 -4.280 0.18 -0.04 -0.60
H 1.431 0.229 -4.017 -0.18 0.35 -0.87
H -0.278 0.948 -3.995 0.37 0.21 -0.18
H 1.039 -1.045 -2.149 -0.58 -0.71 -0.16
H -0.673 -0.391 -2.097 0.06 -0.34 0.58
H 1.827 0.711 -1.565 1.33 -0.10 0.92
C -2.538 0.345 1.499 -0.19 0.47 -0.39
O -3.458 1.023 1.084 -1.82 1.23 -0.58
N -1.787 -0.390 0.720 0.77 -1.67 -2.31
N -2.177 0.370 2.771 -1.25 0.72 2.09
H -1.245 -1.131 1.141 1.09 -0.62 0.54
H -2.060 -0.533 -0.242 -0.17 0.29 0.33
H -2.729 1.070 3.246 0.44 -0.30 0.44
H -1.398 -0.094 3.215 -0.49 -0.78 -0.15
```
Forces are in eV/Å.

Output
multiplicity: 2
orbital gap (spin up / spin down): 5.991 / 5.457 eV
charge: -2
F_max: 0.0575 Eh/bohr
calculated total energy: -22596.380 eV



C3H14B2N3O | ωB97M-V with the def2-TZVPD basis set

Geometry as XYZ:
```
23
Properties=species:S:1:pos:R:3:forces:R:3
C 2.664 -0.323 0.832 -0.33 -0.11 -0.49
B 1.843 -0.510 -0.547 0.29 0.07 0.34
O 1.948 -1.817 -1.122 -0.88 -0.07 0.46
B 0.919 0.746 -1.202 0.13 -0.22 -0.66
C -0.717 0.510 -1.182 0.34 0.58 0.42
C -1.390 0.192 0.164 -0.75 0.56 -0.67
N -1.516 -1.239 0.421 0.01 -0.11 0.51
N -0.684 0.778 1.279 0.23 -0.58 0.26
N -2.827 0.678 0.095 -0.04 -0.51 0.16
H 1.966 -0.512 1.651 0.00 -0.13 0.19
H 2.924 0.728 0.918 0.16 0.14 0.08
H 3.554 -0.950 0.920 0.07 -0.13 0.15
H 1.778 -2.465 -0.417 0.71 0.15 -0.31
H 1.237 1.833 -0.718 -0.12 0.06 0.21
H 1.232 0.811 -2.401 0.01 0.01 -0.09
H -1.036 -0.252 -1.894 -0.08 -0.20 -0.06
H -1.185 1.431 -1.531 -0.07 0.16 -0.14
H -0.593 -1.656 0.423 0.04 0.02 -0.22
H -2.033 -1.623 -0.362 0.19 -0.14 -0.07
H -0.741 1.785 1.273 0.19 0.03 -0.06
H -1.042 0.386 2.142 -0.19 0.25 0.05
H -2.916 1.497 0.686 0.11 0.13 -0.14
H -3.386 -0.027 0.572 -0.02 0.04 0.07
```
Forces are in eV/Å.

Output
orbital gap: 7.067 eV
charge: -1
F_max: 0.0223 Eh/bohr
calculated total energy: -11209.936 eV



C3H14CuNOS | ωB97M-V with the def2-TZVPD basis set

Geometry as XYZ:
```
21
Properties=species:S:1:pos:R:3:forces:R:3
C 2.238 2.822 0.301 -4.87 -1.79 -2.34
Cu -0.693 0.836 -1.616 1.87 1.76 -0.30
N -2.353 0.372 -2.461 -1.56 -1.07 -0.89
H 3.980 3.492 1.051 3.25 1.17 1.40
H 3.137 3.174 0.694 1.47 0.95 0.82
H 2.388 1.755 0.180 -0.10 -0.48 0.06
H 1.377 3.031 0.957 0.20 -0.04 -0.06
H 2.064 3.239 -0.701 -0.01 0.09 0.15
H -2.973 0.195 -1.654 0.19 0.08 -0.46
H -2.226 -0.551 -2.941 -0.14 0.89 0.39
H -2.831 0.996 -3.093 -0.18 0.19 -0.34
C -0.224 -3.040 0.244 0.16 -0.02 -0.19
S -1.395 -1.709 0.521 0.05 0.31 0.08
C -0.466 -1.100 1.934 0.10 0.03 0.14
O -1.206 -0.693 -0.595 -0.33 -2.35 1.92
H -0.071 -3.581 1.190 -0.15 0.03 -0.41
H 0.696 -2.531 -0.049 0.06 -0.25 -0.11
H -0.591 -3.686 -0.558 0.13 0.08 0.18
H 0.537 -0.840 1.568 -0.34 0.24 0.23
H -0.997 -0.250 2.377 0.31 -0.14 -0.19
H -0.390 -1.931 2.651 -0.12 0.30 -0.06
```
Forces are in eV/Å.

Output
multiplicity: 2
orbital gap (spin up / spin down): 2.819 / 2.202 eV
charge: -1
F_max: 0.1107 Eh/bohr
calculated total energy: -62343.426 eV



C3H14IO4 | ωB97M-V with the def2-TZVPD basis set

Geometry as XYZ:
```
22
Properties=species:S:1:pos:R:3:forces:R:3
I 8.498 23.846 -0.608 -0.15 0.05 0.04
O 9.513 20.886 1.291 -0.15 0.04 0.22
H 9.203 21.779 1.060 0.17 -0.02 -0.19
H 8.719 20.350 1.211 0.01 -0.01 -0.06
O 4.847 23.208 -0.665 -0.03 0.10 0.07
H 5.738 23.594 -0.738 0.07 -0.10 -0.10
H 4.871 22.791 0.201 0.02 -0.02 0.00
O 10.420 21.168 -2.459 -0.15 -0.17 -0.03
H 9.956 20.610 -3.089 -0.01 0.02 -0.02
H 9.709 21.606 -1.962 0.21 0.21 0.06
C 10.139 27.821 -2.863 -0.01 -0.30 0.15
C 11.220 26.738 -2.780 0.05 0.12 0.09
C 11.889 26.713 -1.406 -0.06 0.53 0.01
O 10.698 25.461 -3.101 -0.21 0.37 -0.06
H 9.437 27.720 -2.027 0.09 0.00 -0.03
H 9.566 27.698 -3.782 0.07 0.10 -0.08
H 10.578 28.820 -2.828 -0.02 0.02 -0.01
H 11.974 26.944 -3.549 -0.02 -0.03 0.07
H 12.265 27.712 -1.138 0.01 -0.15 -0.12
H 12.724 26.016 -1.390 -0.03 -0.13 0.02
H 11.163 26.434 -0.639 0.02 -0.16 -0.08
H 9.895 25.349 -2.565 0.13 -0.46 0.06
```
Forces are in eV/Å.

Output
orbital gap: 8.004 eV
charge: -1
F_max: 0.0105 Eh/bohr
calculated total energy: -19632.151 eV



C3H14N2O | ωB97M-V with the def2-TZVPD basis set

Geometry as XYZ:
```
20
Properties=species:S:1:pos:R:3:forces:R:3
C 0.182 -1.599 -0.764 -0.96 -0.32 0.69
C -0.028 -1.323 0.765 -1.36 1.31 -0.69
C -0.567 0.077 0.829 0.34 -0.15 -1.20
N -0.619 1.196 2.649 0.47 1.17 3.77
N 1.058 -0.510 -1.383 0.86 -0.92 0.22
H -0.723 -1.612 -1.380 -0.10 0.07 0.57
H 0.606 -2.590 -0.838 0.77 -0.05 -0.60
H 0.925 -1.457 1.297 -0.13 -0.01 -0.14
H -0.818 -1.915 1.274 0.79 -0.42 -0.81
H 0.058 0.895 0.499 0.05 0.02 -0.10
H -1.621 0.299 0.793 -0.03 -0.43 -0.21
H 0.298 1.081 3.110 -0.07 -0.08 -0.61
H -0.706 2.225 2.681 -0.27 -0.36 -0.19
H -1.198 0.875 3.455 -0.09 0.27 -0.88
H 1.735 -1.062 -1.985 -0.90 1.47 0.45
H 1.590 -0.130 -0.589 0.12 -0.05 -0.46
H 0.529 0.388 -1.877 0.65 -2.18 0.50
H 0.246 2.289 -2.618 0.26 -0.22 0.14
H -0.895 1.501 -3.198 0.30 -0.63 0.32
O -0.052 1.372 -2.721 -0.71 1.50 -0.75
```
Forces are in eV/Å.

Output
multiplicity: 2
orbital gap (spin up / spin down): 6.359 / 10.951 eV
charge: +1
F_max: 0.0773 Eh/bohr
calculated total energy: -8356.513 eV



C3H14N2O2 | ωB97M-V with the def2-TZVPD basis set

Geometry as XYZ:
```
21
Properties=species:S:1:pos:R:3:forces:R:3
N -0.872 -0.902 0.524 0.63 -0.76 0.46
C 0.559 -0.504 0.476 -0.37 0.37 -0.17
C 0.890 0.138 -0.860 0.13 0.55 -0.96
C 1.359 -0.875 -1.929 0.05 0.94 0.89
N 1.926 -0.252 -3.128 -0.25 0.05 0.28
H -0.944 -1.578 1.283 -0.27 0.35 0.33
H -1.058 -1.522 -0.257 -0.06 0.25 -0.50
H 1.241 -1.334 0.699 -0.05 -0.01 -0.18
H 0.725 0.235 1.256 -0.10 0.06 0.18
H 0.050 0.723 -1.248 -0.29 -0.25 0.21
H 1.650 0.915 -0.744 0.37 -0.27 0.20
H 0.490 -1.450 -2.220 0.03 -0.68 0.05
H 2.103 -1.429 -1.358 0.01 -0.73 -0.47
H 2.058 0.729 -2.939 0.19 0.23 -0.18
H 2.826 -0.648 -3.353 0.04 0.00 -0.05
O -2.845 1.315 0.818 -0.11 0.99 0.48
H -2.102 0.694 0.809 -0.43 -0.67 -0.50
H -3.638 0.973 0.395 0.53 -0.40 0.02
O -1.434 1.630 4.334 -0.02 -0.10 -0.59
H -0.782 1.355 3.676 0.08 0.04 0.30
H -2.202 1.787 3.767 -0.10 0.06 0.21
```
Forces are in eV/Å.

Output
orbital gap: 10.264 eV
F_max: 0.0252 Eh/bohr
SMILES string: NCCCN.O.O
calculated total energy: -10412.965 eV